Molecular formula: C3H6FNOS
Method: DFT, the ωB97M-V functional and the def2-TZVPD basis

XYZ file:
```
13
Properties=species:S:1:pos:R:3:mulliken_charge:R:1
H -1.32390 -1.90310 0.45498 0.392
H 1.46677 2.62885 -0.51431 0.281
N -0.55812 -0.07471 0.18446 0.240
O -1.70597 0.84296 0.13553 -0.503
H 0.42619 1.14091 1.67686 0.281
H -1.57022 1.49339 -0.66649 0.435
C 0.60782 0.73905 0.53166 -0.766
S 0.94236 -2.17457 0.59566 -0.410
C -0.47496 -1.37877 0.36959 -0.046
H 1.59388 -0.20480 0.44026 0.271
C 0.76857 1.70525 -0.77691 -0.114
F -0.52619 2.00809 -1.39834 -0.318
H 1.21138 0.95123 -1.45828 0.258
```

Output
**E_tot**: -745.77353 a.u.
**Multiplicity**: 1
**LUMO**: 0.54 eV
**Max |F|**: 0.0810 hartree/bohr
**Highest occupied orbital energy**: -8.43 eV

***

Molecular formula: C3H6FNS
Method: DFT, the ωB97M-V functional and the def2-TZVPD basis

XYZ file:
```
12
Properties=species:S:1:pos:R:3:mulliken_charge:R:1
F 1.29504 -0.93865 1.63340 -0.258
H 1.78166 0.28137 0.05077 0.352
H -0.47633 2.89006 -1.43920 0.150
C 1.53279 -0.69991 0.29917 0.077
C 1.09737 -1.58083 -0.54714 -0.722
H 1.22443 -1.45047 -1.58149 0.266
C -1.80360 0.42078 0.50570 -0.264
H -2.21084 0.78186 1.43329 0.307
S -0.66038 2.61271 -0.11607 -0.180
N -0.91712 0.92688 -0.28283 -0.245
H 0.83312 -2.57128 -0.27905 0.288
H -1.69614 -0.67252 0.32346 0.229
```

Output
**E_tot**: -670.61116 a.u.
**Multiplicity**: 1
**LUMO**: 0.67 eV
**Max |F|**: 0.0794 hartree/bohr
**Highest occupied orbital energy**: -9.09 eV

***

Which of these has the highest highest occupied orbital energy?
C3H6FNOS

***

Look up the multiplicity of the second one.
1

***

Number 1 is which compound?
C3H6FNOS

***

Which of these has the lowest E_tot?
C3H6FNOS